No. 1
Here is a structure of composition C14H56MgN28O14 at a distorted geometry from the Open Molecules 2025 dataset. Energies are from ωB97M-V/def2-TZVPD.

Cartesian coordinates (Å):
Mg -0.99 -0.86 -9.55
C 1.44 0.85 -5.82
O 1.09 -0.28 -5.56
N 2.62 1.15 -6.22
N 0.57 1.90 -5.97
H 2.81 2.04 -6.65
H 3.18 0.32 -6.39
H 0.83 2.84 -6.24
H -0.38 1.60 -5.83
C 0.33 -5.24 -11.56
O -0.84 -4.94 -11.46
N 1.20 -4.26 -11.27
N 0.89 -6.38 -11.90
H 2.17 -4.26 -11.53
H 0.74 -3.45 -10.86
H 1.88 -6.42 -12.09
H 0.32 -7.15 -12.20
C 0.86 1.42 -9.57
O 0.19 0.55 -9.01
N 2.15 1.42 -9.77
N 0.33 2.57 -9.93
H 2.65 2.22 -10.13
H 2.49 0.60 -9.28
H -0.64 2.78 -9.76
H 0.76 3.23 -10.57
C -2.29 -1.80 -6.85
O -1.95 -1.14 -7.77
N -3.24 -2.66 -6.90
N -1.80 -1.84 -5.64
H -3.41 -3.28 -6.12
H -3.58 -2.85 -7.84
H -0.99 -1.23 -5.64
H -2.03 -2.62 -5.04
C 0.98 -2.94 -8.22
O 0.30 -2.19 -8.89
N 1.72 -2.50 -7.23
N 0.84 -4.20 -8.32
H 1.88 -1.53 -7.02
H 2.20 -3.32 -6.89
H 1.13 -4.84 -7.60
H 0.26 -4.63 -9.03
C -2.98 1.42 -4.60
O -2.38 1.58 -5.65
N -2.68 1.79 -3.39
N -4.03 0.74 -4.40
H -1.83 2.33 -3.41
H -3.26 1.68 -2.57
H -4.29 0.17 -5.19
H -4.80 0.91 -3.76
C -3.00 1.47 -9.48
O -2.31 0.53 -9.91
N -3.12 1.92 -8.27
N -3.95 2.02 -10.15
H -2.47 1.75 -7.51
H -3.90 2.52 -8.05
H -4.53 2.75 -9.77
H -4.02 1.75 -11.12
C -0.29 -5.26 -4.57
O 0.84 -5.07 -5.03
N -1.36 -4.63 -4.96
N -0.54 -5.98 -3.51
H -1.31 -4.12 -5.83
H -2.25 -4.70 -4.49
H -1.50 -6.06 -3.20
H 0.19 -6.42 -2.97
C -0.13 -1.03 -12.45
O -0.17 -0.97 -11.21
N -0.02 0.01 -13.26
N -0.21 -2.10 -13.20
H 0.08 0.94 -12.87
H 0.09 -0.14 -14.25
H -0.13 -2.21 -14.20
H 0.03 -2.92 -12.67
C 4.72 -3.61 -10.59
O 4.44 -4.55 -11.29
N 5.90 -3.16 -10.31
N 3.90 -2.86 -10.01
H 6.63 -3.74 -10.69
H 6.06 -2.44 -9.63
H 4.25 -2.13 -9.41
H 2.94 -3.17 -10.07
C -0.53 3.58 -13.10
O 0.24 2.80 -12.55
N -0.46 4.91 -12.87
N -1.36 3.22 -14.03
H 0.24 5.21 -12.20
H -1.20 5.58 -13.02
H -1.49 2.23 -14.12
H -1.92 3.99 -14.37
C -7.48 0.52 -9.16
O -7.52 -0.06 -10.23
N -6.48 0.67 -8.37
N -8.29 1.47 -8.90
H -6.51 1.17 -7.50
H -5.70 0.05 -8.57
H -8.09 2.06 -8.10
H -9.15 1.55 -9.43
C -4.26 1.07 -13.91
O -3.63 0.91 -12.93
N -4.73 0.14 -14.69
N -4.65 2.23 -14.27
H -5.17 0.36 -15.58
H -4.64 -0.79 -14.32
H -4.41 2.89 -13.54
H -5.01 2.35 -15.20
C -3.43 -2.65 -10.41
O -2.31 -2.19 -10.04
N -3.78 -3.90 -10.29
N -4.33 -1.96 -11.02
H -3.00 -4.48 -10.01
H -4.67 -4.17 -10.68
H -4.00 -1.03 -11.27
H -5.27 -2.28 -11.19

Output
* total charge: +2
* LUMO: -3.679 eV
* molar mass: 865.09 g/mol
* HOMO energy: -13.3494 eV
* total energy: -3353.78422 Eh
* HOMO-LUMO gap: 9.670 eV



No. 2
Here is the molecule C4H10N4 at a distorted geometry from the Open Molecules 2025 dataset. Energies are from ωB97M-V/def2-TZVPD.

Cartesian coordinates (Å):
C 0.44 -1.09 2.02
N 0.98 -0.83 0.69
N 1.70 0.40 0.48
C 0.91 1.33 0.08
C -0.47 1.26 -0.31
C -0.87 1.24 -1.77
N -1.10 0.13 -2.35
N -0.76 -1.11 -1.60
H -0.46 -0.39 1.90
H -0.12 -2.06 1.96
H 1.03 -1.10 3.15
H 1.68 -1.63 0.50
H 1.51 2.29 0.20
H -1.09 2.10 0.07
H -0.94 0.41 0.24
H -1.37 2.20 -2.28
H -0.17 -1.10 -0.78
H -0.88 -2.06 -2.20

Output
* SMILES: CN/N=C\C/C=N\N
* LUMO: 0.849 eV
* molar mass: 114.15 g/mol
* HOMO energy: -8.7147 eV
* total energy: -377.25238 Eh
* HOMO-LUMO gap: 9.564 eV



No. 3
Here is the ion C6H7N2OS with charge +1 at a distorted geometry from the Open Molecules 2025 dataset. Energies are from ωB97M-V/def2-TZVPD.

Cartesian coordinates (Å):
C 1.66 -0.98 -0.11
C 2.35 0.15 -0.14
C 0.39 1.45 0.05
C 0.24 -0.97 -0.05
C -0.35 0.34 -0.01
C -2.80 -1.19 0.32
N 1.72 1.38 -0.02
N -0.45 -2.02 0.05
O -2.74 1.50 -0.59
S -2.18 0.45 0.22
H 2.37 -1.85 -0.30
H 3.43 0.15 -0.16
H -0.12 2.42 -0.15
H -2.98 -1.46 -0.72
H 2.13 2.31 0.08
H -0.15 -2.90 0.16
H -2.51 1.22 1.36

Output
* total charge: +1
* LUMO (alpha / beta): -6.039 / -6.038 eV
* molar mass: 155.20 g/mol
* HOMO energy (alpha / beta): -13.4891 / -13.4897 eV
* total energy: -815.25637 Eh
* HOMO-LUMO gap (alpha / beta): 7.450 / 7.452 eV



No. 4
Here is the molecule C5H7ClN2S at a distorted geometry from the Open Molecules 2025 dataset. Energies are from ωB97M-V/def2-TZVPD.

Cartesian coordinates (Å):
C 1.14 -0.04 0.83
C -0.79 -1.15 -0.09
C 0.37 1.56 -0.70
C 1.99 2.22 0.99
C -3.20 -1.84 -1.17
N 0.22 -0.85 0.61
N 1.15 1.24 0.30
S -2.38 -1.19 0.36
Cl 0.22 3.23 -1.07
H 1.82 -0.08 1.60
H 2.61 2.72 0.29
H 1.38 2.83 1.73
H 2.64 1.57 1.77
H -2.89 -1.18 -1.97
H -4.41 -1.81 -1.09
H -2.98 -2.83 -1.55

Output
* LUMO: 0.273 eV
* molar mass: 162.64 g/mol
* HOMO energy: -7.6508 eV
* total energy: -1162.42674 Eh
* HOMO-LUMO gap: 7.923 eV



No. 5
Here is a structure of composition C5H10O2 from the Open Molecules 2025 dataset. Energies are from ωB97M-V/def2-TZVPD.

Cartesian coordinates (Å):
C -2.26 -0.57 0.41
C -1.59 0.65 -0.15
O -1.14 1.53 0.55
C 0.78 -1.21 -0.39
C 1.73 -0.35 -0.75
C 1.96 -0.13 0.72
O 0.88 -1.09 0.99
H -3.29 -0.31 0.69
H -2.31 -1.39 -0.32
H -1.72 -0.90 1.30
H -1.55 0.74 -1.26
H 0.53 2.31 -0.57
H 0.06 -1.89 -0.83
H 2.16 0.02 -1.67
H 1.14 2.26 -0.99
H 1.71 0.85 1.14
H 2.90 -0.51 1.13

Output
* LUMO: 1.075 eV
* molar mass: 102.13 g/mol
* HOMO energy: -9.0328 eV
* total energy: -346.85885 Eh
* HOMO-LUMO gap: 10.108 eV



No. 6
Here is the molecule C4H3I at a distorted geometry from the Open Molecules 2025 dataset. Energies are from ωB97M-V/def2-TZVPD.

Cartesian coordinates (Å):
C 0.15 -0.48 -0.13
C 0.24 -0.89 -1.43
C -0.36 -0.47 1.13
C 1.56 -0.97 -0.93
I 3.06 -2.35 -0.22
H -0.29 0.40 1.91
H -1.21 -1.10 1.32
H 2.18 -0.16 -1.42

Output
* LUMO (alpha / beta): -1.593 / -1.560 eV
* molar mass: 177.97 g/mol
* HOMO energy (alpha / beta): -8.6746 / -8.6626 eV
* total energy: -451.67240 Eh
* HOMO-LUMO gap (alpha / beta): 7.081 / 7.103 eV